[1]
Here is a structure of composition C39H51IN2O4PPdSSi from the Open Molecules 2025 dataset. Energies are from ωB97M-V/def2-TZVPD.

Its spin multiplicity is 5. The value obtained for the HOMO energy (spin up / spin down) is -0.585 / -0.591 Eh. The total energy comes out at -3380.97307 Ha. The frontier orbital gap (spin up / spin down) is 0.25059 / 0.15174 Eh. As for the net charge: +3.

Last column: Löwdin spin population.
Geometry (Å):
I 3.616 -0.899 -0.734  0.209
Pd 1.241 0.225 0.121  1.146
S 0.176 -1.517 -1.118  0.985
P 1.537 -1.255 1.954  0.157
Si -1.936 -0.759 -1.335  0.044
O -2.589 -2.035 -2.004  0.019
O -2.393 -0.430 0.176  0.007
O -1.689 0.582 -2.184  0.036
O 1.580 6.518 -3.488  0.000
N 1.744 4.407 -1.696  0.020
N 1.469 2.228 -0.606  0.039
C -0.891 -1.017 5.232  0.002
C 4.480 -1.021 2.260  0.003
C 0.436 6.176 -2.736  0.001
C -3.892 1.491 0.178  0.003
C 1.517 -5.212 0.984  0.024
C -4.012 -3.226 -3.497  0.000
C 4.202 -2.115 4.880  0.059
C 0.569 -0.656 3.353  0.039
C 4.819 -0.613 0.940  0.194
C -2.714 0.816 0.862  0.003
C 0.842 5.548 -1.413  0.001
C -1.552 0.868 -3.614  0.003
C 3.221 -1.471 2.725  0.207
C -3.049 0.414 2.285  0.000
C 6.092 -0.131 0.609  0.036
C 0.174 -5.424 0.710  0.002
C -0.015 1.186 4.788  -0.001
C -0.918 2.248 -3.677  0.000
C -1.481 1.700 0.809  0.031
C 7.088 -0.054 1.559  0.102
C 5.412 -1.550 4.492  0.156
C -0.745 -4.391 0.854  0.027
C 0.664 0.698 3.685  0.016
C -0.652 -0.185 -4.236  0.018
C -4.995 -1.708 -1.743  0.001
C 3.138 -2.059 4.009  0.054
C -3.865 -3.837 -1.068  0.000
C -0.209 -1.515 4.132  0.013
C 5.571 -1.014 3.200  0.004
C 2.872 4.686 -2.615  0.001
C -0.323 -3.138 1.270  0.046
C -2.935 0.862 -4.236  0.002
C -3.903 -2.706 -2.081  0.001
C 1.601 3.265 -1.119  0.013
C 2.321 5.375 -3.852  0.001
C 1.035 -2.928 1.560  0.046
C 1.952 -3.962 1.405  0.007
C -0.792 0.329 5.560  0.011
C 6.831 -0.519 2.852  0.152
H -4.938 -3.791 -3.610  0.000
H -4.025 -2.411 -4.221  0.000
H -4.967 -0.844 -2.408  0.000
H -1.050 -2.341 1.404  0.004
H -4.900 -1.372 -0.709  0.000
H -5.972 -2.179 -1.850  0.000
H -0.626 1.148 1.240  0.015
H 8.065 0.330 1.297  0.003
H -0.200 5.487 -3.305  0.000
H -0.806 2.563 -4.714  0.000
H 1.692 4.680 -4.424  0.000
H 3.362 3.746 -2.866  0.000
H 6.257 -1.545 5.170  0.005
H -1.610 2.593 1.422  0.002
H 6.304 0.170 -0.407  0.000
H 1.269 1.372 3.086  0.004
H -1.094 -1.181 -4.151  0.002
H -1.322 0.712 6.421  0.000
H -2.195 -0.079 2.755  0.000
H -4.768 0.843 0.196  0.000
H 0.069 2.233 -3.208  0.000
H -0.502 0.024 -5.295  0.001
H -3.034 -4.510 -1.282  0.000
H 0.328 -0.184 -3.750  0.011
H 2.226 -6.022 0.879  0.001
H -3.307 1.296 2.873  0.000
H 3.005 -3.811 1.616  0.002
H -1.792 -4.564 0.649  0.001
H -3.385 -0.129 -4.169  0.000
H 2.186 -2.456 4.334  0.000
H -3.654 1.737 -0.857  0.000
H -4.791 -4.411 -1.113  0.000
H 1.389 6.266 -0.800  0.001
H -2.869 1.127 -5.291  0.000
H -0.116 7.096 -2.553  0.000
H -0.301 -2.564 3.873  0.001
H -1.500 -1.679 5.832  0.000
H -3.766 -3.437 -0.056  0.000
H -3.586 1.584 -3.742  0.000
H -4.148 2.413 0.699  0.000
H -0.160 -6.401 0.387  0.000
H 0.057 2.234 5.048  0.000
H -3.177 -3.885 -3.729  0.000
H -1.258 1.998 -0.215  0.000
H 4.091 -2.566 5.856  0.001
H 3.141 5.709 -4.484  0.000
H -0.023 5.184 -0.859  0.000
H -3.899 -0.267 2.299  0.000
H 7.617 -0.507 3.597  0.004
H -1.545 2.976 -3.160  0.000
H 3.577 5.338 -2.098  0.001

[2]
Here is a cluster of 5 separate species, C5H15N5O10 in total from the Open Molecules 2025 dataset. Energies are from ωB97M-V/def2-TZVPD.

Its spin multiplicity is 1. The value obtained for the HOMO energy is -0.402 Eh. The total energy comes out at -1225.17396 Ha. The frontier orbital gap is 0.39534 Eh. The structure (SMILES) is C[N+](=O)[O-].C[N+](=O)[O-].C[N+](=O)[O-].C[N+](=O)[O-].C[N+](=O)[O-]. As for the net charge: 0.

Last column: Löwdin charge in e.
Geometry (Å):
O 1.471 -1.064 0.108  0.055
O 0.109 0.546 4.074  0.036
O -3.661 -1.444 2.493  0.052
O 2.037 -0.313 4.127  0.088
O 1.895 0.548 -5.718  0.042
O 2.125 2.157 -0.870  0.057
O -0.354 -1.031 -1.117  0.049
O 1.990 2.605 -3.002  0.030
O 1.012 -1.322 -5.038  0.051
O -3.694 0.643 3.076  0.045
N 0.255 -0.917 -0.050  -0.408
N 0.991 -0.099 -5.172  -0.417
N 0.912 -0.272 4.501  -0.451
N -3.721 -0.257 2.227  -0.416
N 2.342 1.879 -2.054  -0.415
C 3.250 0.809 -2.404  0.027
C -3.839 0.240 0.743  0.057
C -0.462 -0.594 1.206  0.040
C 0.461 -1.361 5.457  0.057
C -0.185 0.645 -4.633  0.038
H 3.693 1.069 -3.365  0.102
H 0.170 -2.248 4.894  0.102
H 2.739 -0.153 -2.358  0.101
H -2.907 0.733 0.465  0.078
H -4.694 0.854 0.463  0.096
H 0.106 1.575 -4.146  0.075
H -0.258 0.408 1.583  0.107
H -0.191 -0.934 6.220  0.097
H -0.902 0.760 -5.446  0.104
H -3.847 -0.715 0.217  0.088
H -1.528 -0.733 1.027  0.054
H -0.095 -1.328 1.924  0.100
H 4.076 0.849 -1.694  0.107
H -0.623 0.083 -3.807  0.083
H 1.325 -1.620 6.069  0.090

[3]
Here is a cluster of 2 separate species, C9H16NO6 in total from the Open Molecules 2025 dataset. Energies are from ωB97M-V/def2-TZVPD.

Its spin multiplicity is 1. The value obtained for the HOMO energy is -0.070 Eh. The total energy comes out at -858.69860 Ha. The frontier orbital gap is 0.16671 Eh. As for the net charge: -1.

Last column: Löwdin charge in e.
Geometry (Å):
O -2.102 -1.521 0.600  0.088
O 1.504 1.519 0.228  0.039
O -1.779 0.641 0.477  0.080
O -1.376 5.032 0.522  -0.443
O 2.343 -0.485 0.819  0.087
O -3.431 -0.149 1.877  0.155
N -0.807 -1.614 -1.330  0.004
C 0.515 -3.746 -1.624  -0.074
C -1.790 3.934 -0.119  -0.540
C -2.538 -0.305 1.070  -0.501
C -0.788 -1.373 0.088  -0.284
C 2.192 0.704 1.029  -0.544
C -0.464 0.079 0.482  -0.182
C 2.765 1.404 2.223  0.030
C 0.437 -2.223 -1.811  -0.259
C 0.397 0.895 -0.439  -0.059
H 1.066 -3.974 -0.723  0.064
H 0.760 0.334 -1.287  0.117
H 1.042 -4.179 -2.461  0.061
H -0.136 -2.088 0.581  0.157
H 3.810 1.611 2.030  0.087
H 2.278 2.360 2.341  0.091
H -1.655 2.960 0.409  0.014
H 1.243 -1.731 -1.282  0.090
H -0.185 0.063 1.534  0.171
H -1.598 -2.188 -1.579  0.117
H 0.549 -1.938 -2.850  0.105
H 2.628 0.804 3.107  0.086
H -0.214 1.702 -0.821  0.120
H -1.293 3.721 -1.128  0.025
H -2.886 3.894 -0.402  0.031
H -0.488 -4.144 -1.560  0.067

[4]
Here is the molecule C4H4I2 from the Open Molecules 2025 dataset. Energies are from ωB97M-V/def2-TZVPD.

Its spin multiplicity is 1. The value obtained for the HOMO energy is -0.346 Eh. The total energy comes out at -750.14263 Ha. The frontier orbital gap is 0.35537 Eh. The structure (SMILES) is I[C@H]1C=C[C@@H]1I. As for the net charge: 0.

Last column: Löwdin charge in e.
Geometry (Å):
I -2.487 1.354 -0.024  0.751
I 2.424 1.420 0.029  0.753
C -0.619 0.479 0.568  -0.751
C 0.597 0.481 -0.598  -0.740
C 0.515 -1.000 -0.432  -0.158
C -0.485 -1.001 0.448  -0.158
H 0.307 0.897 -1.558  0.051
H 1.110 -1.781 -0.869  0.103
H -1.048 -1.780 0.930  0.102
H -0.315 0.932 1.506  0.047

[5]
Here is a structure of composition C26H20BrILiN3O4S from the Open Molecules 2025 dataset. Energies are from ωB97M-V/def2-TZVPD.

Its spin multiplicity is 1. The value obtained for the HOMO energy is -0.026 Eh. The total energy comes out at -4745.61495 Ha. The frontier orbital gap is 0.17130 Eh. As for the net charge: -2.

Last column: Löwdin charge in e.
Geometry (Å):
I 2.218 0.011 4.137  0.879
Br 5.408 -2.907 -2.217  0.676
S 1.101 -2.761 -1.070  0.462
O 0.942 0.232 -0.616  -0.131
O -0.661 -1.812 1.705  -0.127
O -0.778 1.503 -1.192  -0.067
O -3.195 2.483 -0.447  -0.087
N 3.600 -0.446 0.527  0.080
N 0.094 0.805 1.992  0.004
N -4.057 -1.858 0.670  0.095
C 4.670 -0.159 -2.026  -0.125
C -3.401 0.443 0.906  -0.174
C -1.126 1.054 1.655  -0.083
C -1.783 -1.333 1.390  -0.343
C -2.571 -1.384 -3.482  -0.130
C -2.864 -2.245 1.021  -0.268
C -0.989 -3.027 -2.736  -0.181
C -2.104 0.057 1.341  -0.091
C 4.113 0.920 -1.364  -0.055
C -1.893 -0.451 -2.722  -0.056
C -3.769 1.890 0.703  -0.250
C 3.592 0.730 -0.093  -0.145
C 0.986 1.858 2.108  -0.362
C -2.521 -3.702 1.006  -0.040
C 2.044 1.763 3.020  -0.665
C 1.892 3.981 1.382  -0.101
C -0.757 -0.761 -1.967  -0.141
C 4.109 -1.490 -0.117  -0.234
C -2.099 -2.695 -3.479  -0.136
C -4.317 -0.524 0.607  -0.139
C -0.263 -2.097 -1.950  -0.656
C -0.151 0.407 -1.207  -0.606
C 2.988 2.768 3.141  -0.186
C 4.669 -1.377 -1.378  -0.689
C 0.948 2.976 1.261  -0.020
C 2.908 3.891 2.328  -0.129
Li 0.845 -0.881 0.924  0.500
H 3.132 1.551 0.437  0.087
H 4.066 -2.452 0.380  0.099
H 0.217 2.975 0.459  0.106
H -3.383 -4.278 0.670  0.064
H -2.205 -4.036 1.998  0.072
H -3.454 -1.103 -4.045  0.076
H 5.076 -0.065 -3.024  0.095
H 1.854 4.828 0.707  0.095
H -2.235 0.575 -2.681  0.102
H -3.509 2.477 1.597  0.102
H -1.452 2.097 1.595  0.122
H -0.631 -4.050 -2.724  0.066
H 3.654 4.672 2.413  0.085
H -2.367 2.015 -0.713  0.034
H -4.857 1.955 0.593  0.102
H 3.794 2.664 3.856  0.079
H -2.608 -3.467 -4.051  0.080
H -5.309 -0.249 0.262  0.089
H 4.052 1.893 -1.834  0.103
H -1.666 -3.866 0.345  0.066

[6]
Here is the molecule C4H9NO2S from the Open Molecules 2025 dataset. Energies are from ωB97M-V/def2-TZVPD.

Its spin multiplicity is 1. The value obtained for the HOMO energy is -0.357 Eh. The total energy comes out at -761.10932 Ha. The frontier orbital gap is 0.36840 Eh. The structure (SMILES) is CC[C@@H](O)C(=O)NS. As for the net charge: 0.

Last column: Löwdin charge in e.
Geometry (Å):
S -0.452 -1.170 1.796  0.806
O 1.750 0.030 -0.373  -0.025
O -1.227 -0.785 -2.012  -0.015
N -0.945 -1.263 0.187  -0.371
C 0.378 2.425 0.666  -0.170
C 0.638 1.888 -0.712  -0.249
C 0.625 0.393 -1.008  -0.412
C -0.688 -0.437 -0.883  -0.385
H -1.575 -2.171 0.032  0.167
H 0.140 3.535 0.421  0.075
H 0.683 0.422 -2.096  0.141
H -0.003 2.722 -1.368  0.172
H 0.422 -2.032 2.032  -0.211
H -0.542 1.971 1.339  0.105
H 1.389 2.518 1.336  0.112
H 1.725 2.021 -0.788  0.108
H 1.704 -0.988 -0.258  0.153

[7]
Here is a structure of composition C6H9NO from the Open Molecules 2025 dataset. Energies are from ωB97M-V/def2-TZVPD.

Its spin multiplicity is 1. The value obtained for the HOMO energy is -0.322 Eh. The total energy comes out at -363.70814 Ha. The frontier orbital gap is 0.36225 Eh. As for the net charge: 0.

Last column: Löwdin charge in e.
Geometry (Å):
O 0.614 1.362 -0.241  -0.053
N -1.622 -0.889 0.061  -0.021
C 0.914 -0.864 -0.400  -0.231
C 1.645 0.460 -0.297  -0.204
C 1.527 -0.551 0.870  -0.141
C -0.509 -0.647 -0.691  -0.277
C -0.427 0.523 0.233  -0.372
C -1.960 0.599 0.374  -0.014
H -2.721 0.875 1.074  0.082
H -2.413 1.062 -0.720  0.158
H 0.115 0.306 1.294  0.149
H -0.791 -0.368 -1.829  0.203
H 2.519 -0.937 1.029  0.098
H 0.959 -0.579 1.886  0.152
H -2.514 -1.266 -0.179  0.105
H 1.697 -1.821 -0.704  0.199
H 2.453 0.942 -0.878  0.169

[8]
Here is a structure of composition C58H54MnN6O5PS from the Open Molecules 2025 dataset. Energies are from ωB97M-V/def2-TZVPD.

Its spin multiplicity is 6. The value obtained for the HOMO energy (spin up / spin down) is -0.115 / -0.114 Eh. The total energy comes out at -4837.95268 Ha. The frontier orbital gap (spin up / spin down) is 0.16487 / 0.16205 Eh. As for the net charge: -1.

Last column: Löwdin spin population.
Geometry (Å):
Mn 0.278 0.445 0.807  3.881
S 1.042 2.098 -1.818  0.004
P -0.969 -0.474 -3.226  0.001
O 0.764 3.294 -1.058  0.001
O 0.500 0.863 -1.169  0.021
O 6.640 -0.472 -1.702  0.000
O 3.988 4.163 5.284  0.000
O 2.427 1.928 -2.190  0.002
N 1.107 2.308 1.686  0.056
N 0.025 -0.093 2.675  -0.015
N 0.601 -2.695 0.519  0.027
N -7.561 -0.583 7.470  0.020
N -1.597 1.098 0.876  -0.010
N 2.297 0.199 0.608  -0.007
C 0.968 -4.727 1.906  0.000
C 4.088 -0.601 -0.751  -0.002
C 1.861 -3.362 -3.734  0.000
C 3.095 3.034 2.778  0.003
C -4.386 1.056 4.255  0.034
C -2.612 0.868 1.790  0.006
C -0.561 -3.115 -0.017  0.001
C -4.179 -2.130 -6.123  0.000
C 2.717 -3.050 1.711  0.002
C 1.693 -0.659 -4.336  0.000
C -0.296 3.744 -5.182  0.000
C -3.776 -1.245 4.561  0.035
C 3.079 4.888 4.472  0.000
C -2.419 0.152 3.004  0.267
C -5.648 -0.328 5.770  0.037
C 0.711 -2.651 -3.430  0.000
C -6.706 -0.476 6.707  0.007
C -1.606 -2.154 -0.186  0.009
C -0.752 -0.696 4.705  0.120
C 2.432 2.214 1.872  0.006
C -3.533 -0.014 3.928  0.031
C -0.709 1.225 -3.951  0.000
C 2.240 -4.401 -0.302  0.001
C 1.580 -3.705 0.919  0.003
C 2.394 4.024 3.445  0.002
C 6.362 0.493 -0.708  0.001
C -2.137 1.814 -0.153  0.111
C 0.094 2.238 -3.347  -0.001
C -1.291 1.555 -5.180  0.000
C 4.934 0.384 -0.259  0.006
C -3.483 2.035 0.062  0.025
C -2.918 -2.701 -6.173  0.000
C 2.940 -2.718 -4.323  0.000
C -2.876 -2.483 -0.598  0.001
C 0.605 -1.291 -3.738  0.000
C 1.082 -0.328 3.502  0.104
C 2.790 -0.655 -0.289  0.008
C 3.090 1.201 1.040  0.005
C 4.417 1.291 0.653  -0.002
C 1.037 4.167 3.169  0.003
C -5.418 0.908 5.154  -0.003
C -2.117 -1.152 -4.507  0.000
C -4.810 -1.405 5.457  -0.003
C -3.798 1.425 1.282  0.127
C -2.479 -6.205 -1.242  0.000
C -1.124 -0.282 3.416  0.006
C -1.078 2.779 -5.788  0.000
C -0.902 -4.439 -0.438  0.001
C -2.176 -4.774 -0.874  0.000
C 0.440 3.270 2.304  0.007
C -3.976 -1.458 -0.632  0.001
C -4.422 -1.074 -5.253  0.000
C -3.402 -0.604 -4.446  0.000
C 0.279 3.471 -3.958  0.000
C -1.891 -2.215 -5.372  0.000
C 2.854 -1.367 -4.617  0.000
C -3.169 -3.808 -0.939  0.000
C 0.647 -0.717 4.751  0.022
H 0.897 4.199 -3.447  0.000
H 0.457 4.953 3.631  0.000
H -2.729 -3.526 -6.848  0.000
H 7.449 -0.230 -2.157  0.000
H 3.043 -3.765 -0.686  0.000
H 5.025 2.105 1.027  0.000
H 4.147 2.890 2.987  0.000
H -6.048 1.751 5.410  -0.001
H -4.973 -2.509 -6.753  0.000
H -1.913 0.830 -5.684  0.000
H 2.099 -1.421 -0.627  0.000
H 4.443 -1.305 -1.487  0.000
H 6.538 1.508 -1.086  0.000
H 3.695 -0.851 -5.062  0.000
H 1.535 -4.563 -1.114  0.000
H 0.124 -5.267 1.488  0.000
H 1.924 -4.421 -3.511  0.000
H -3.590 0.207 -3.749  0.000
H -1.523 2.977 -6.755  0.000
H 2.316 -2.592 2.610  0.002
H -0.118 4.694 -5.669  0.000
H -3.575 -0.452 -0.748  0.001
H -4.776 1.358 1.725  0.007
H 0.619 -4.185 2.787  0.000
H 2.671 -5.363 -0.011  0.000
H -0.622 3.321 2.091  0.001
H 1.264 -0.992 5.591  -0.001
H -4.529 -1.486 0.310  0.000
H -1.545 2.153 -0.983  0.007
H -4.677 -1.664 -1.443  0.000
H -2.379 -6.852 -0.367  0.000
H 2.097 -0.195 3.165  0.006
H -4.154 2.567 -0.592  -0.001
H 1.726 -5.451 2.220  0.000
H 2.328 5.391 5.091  0.000
H 3.225 -2.292 1.122  0.000
H 3.534 3.383 5.622  0.000
H -3.495 -6.304 -1.624  0.000
H -4.172 -4.077 -1.254  0.000
H -1.784 -6.570 -2.002  0.000
H 1.662 0.391 -4.578  0.000
H -5.405 -0.623 -5.205  0.000
H -1.419 -0.907 5.523  0.007
H -4.987 -2.364 5.927  -0.001
H -0.127 -3.148 -2.948  0.000
H -3.153 -2.091 4.301  0.000
H -0.910 -2.670 -5.430  0.000
H 3.448 -3.812 1.999  0.000
H -4.188 2.027 3.825  0.001
H 3.675 5.659 3.979  0.000
H 3.846 -3.268 -4.547  0.000
H 7.025 0.349 0.157  0.000
H -1.353 -1.134 0.082  0.005
H -0.171 -5.234 -0.430  0.000